Record 1
Formula: C30H52AlBrF4N2O2PS
Source: the OMol25 dataset
Level of theory: ωB97M-V/def2-TZVPD

charge: -1
largest force on an atom: 1.7 eV/A

CARTESIAN COORDINATES (ANGSTROEM)
C (-2.2412, 1.3154, 0.4265)
C (-2.3238, -0.1954, 0.1278)
P (-1.5381, -1.1912, 1.4651)
C (-2.8691, -2.0008, 2.4444)
C (-3.5678, -0.9293, 3.3036)
C (-0.4115, -2.4809, 0.8133)
C (-0.5303, -3.1840, -0.4617)
C (-1.6694, -2.8846, -1.4042)
C (-1.2056, -2.0145, -2.5796)
C (-2.3384, -1.6150, -3.5414)
C (-2.7734, -0.1426, -3.3854)
C (-2.7648, 0.6777, -4.6792)
C (-3.8715, 1.7228, -4.7476)
C (-3.9871, 2.5715, -3.4728)
C (-3.4777, 3.9989, -3.6246)
C (-1.9935, 4.1024, -3.9813)
C (-1.0676, 3.4182, -2.9641)
C (-0.5321, 4.3382, -1.8668)
C (-1.4016, 4.3578, -0.6064)
O (-0.6118, 3.9727, 0.4929)
C (-1.3339, 3.8922, 1.7066)
C (0.3969, -4.1493, -0.7921)
Br (0.3366, -5.1671, -2.4024)
C (1.4566, -4.4890, 0.0888)
N (2.4306, -5.3953, -0.1116)
S (3.3206, -5.3708, 1.2115)
N (2.5699, -4.2879, 2.0820)
C (1.5473, -3.8407, 1.3295)
C (0.6255, -2.8204, 1.6697)
O (0.8236, -2.2330, 2.8938)
C (1.5597, -0.9969, 2.8435)
C (2.9486, -1.0982, 2.1923)
C (2.8751, -0.7596, 0.6948)
C (3.9156, -0.1034, 2.8687)
C (4.7367, -0.7144, 4.0091)
C (3.9174, -0.8916, 5.2907)
C (5.9569, 0.1961, 4.3127)
H (-1.2481, 1.5704, 0.7888)
H (-2.3672, 1.8418, -0.5201)
H (-2.9993, 1.6303, 1.1320)
H (-1.8729, -0.3655, -0.8338)
H (-3.3826, -0.4568, 0.0923)
H (-3.5919, -2.5627, 1.8563)
H (-2.3505, -2.6714, 3.1205)
H (-4.5302, -0.6352, 2.8952)
H (-2.9572, -0.0301, 3.3419)
H (-3.6739, -1.2680, 4.3270)
H (-2.5314, -2.4708, -0.8967)
H (-1.9883, -3.8382, -1.8226)
H (-0.4581, -2.5655, -3.1364)
H (-0.6768, -1.1479, -2.1866)
H (-3.1972, -2.2425, -3.3109)
H (-2.0641, -1.8139, -4.5711)
H (-3.7938, -0.1303, -3.0006)
H (-2.1550, 0.3767, -2.6626)
H (-2.7849, 0.0412, -5.5597)
H (-1.8129, 1.2117, -4.7324)
H (-3.6937, 2.3819, -5.5934)
H (-4.8173, 1.2026, -4.8900)
H (-5.0387, 2.6314, -3.2004)
H (-3.4911, 2.1211, -2.6173)
H (-4.1048, 4.5532, -4.3206)
H (-3.6042, 4.4849, -2.6532)
H (-1.8328, 3.6852, -4.9722)
H (-1.7470, 5.1608, -3.9835)
H (-1.5180, 2.5319, -2.5258)
H (-0.2004, 3.0548, -3.5128)
H (-0.3967, 5.3432, -2.2522)
H (0.4270, 3.9385, -1.5537)
H (-1.7997, 5.3662, -0.4425)
H (-2.2628, 3.6947, -0.7408)
H (-2.4009, 4.0352, 1.5518)
H (-1.1948, 2.8947, 2.1213)
H (-0.9520, 4.6084, 2.4281)
H (1.6736, -0.7056, 3.8818)
H (0.9873, -0.2047, 2.3655)
H (3.3118, -2.1098, 2.3334)
H (1.9199, -1.0479, 0.2553)
H (3.6508, -1.3138, 0.1747)
H (3.0167, 0.3034, 0.5253)
H (3.3103, 0.7373, 3.2157)
H (4.6195, 0.2077, 2.1044)
H (5.0945, -1.6781, 3.6594)
H (3.3972, 0.0385, 5.5078)
H (4.5826, -1.1445, 6.1103)
H (3.1829, -1.6808, 5.1536)
H (6.1235, 0.8948, 3.5030)
H (6.8393, -0.4210, 4.4499)
H (5.7645, 0.7443, 5.2312)
F (6.6977, -4.3331, 1.3733)
Al (6.9464, -2.8775, 0.5393)
F (6.7632, -3.1434, -1.1185)
F (8.4932, -2.2821, 0.8634)
F (5.7825, -1.7538, 1.0621)

Mulliken population analysis, charges in e, atoms 1 to 4: number 1, C, carries -0.09; number 2, C, carries 0.92; number 3, P, carries 0.33; number 4, C, carries -0.89

***

Record 2
Formula: C30H52BaCl2F2NO20S2
Source: the OMol25 dataset
Level of theory: ωB97M-V/def2-TZVPD

charge: +1
relative energy (zero: lowest compared OMol25 entry of this formula, charge and spin): 0.00 kcal per mole
largest force on an atom: 5.7 eV/A

CARTESIAN COORDINATES (ANGSTROEM)
Ba (0.8709, 3.0780, 0.0448)
N (0.7538, 0.6717, -0.8214)
S (2.0180, -0.2126, -1.2399)
O (2.0160, -0.7900, -2.5436)
O (2.7899, -0.8417, -0.2135)
F (2.9967, 1.0721, -1.5097)
S (-0.3686, -0.5616, -0.6742)
O (-0.2518, -1.3484, 0.5089)
O (-0.9508, -1.1652, -1.8183)
F (-1.4932, 0.5301, -0.2734)
Cl (4.6233, -1.1466, -4.9635)
C (4.9777, -2.1067, -3.5031)
C (5.6304, -1.2302, -2.4595)
Cl (6.2059, -2.2778, -1.1297)
H (5.6578, -2.9093, -3.7778)
H (4.0545, -2.5614, -3.1579)
H (4.9384, -0.5240, -2.0153)
H (6.5199, -0.7291, -2.8250)
C (0.1106, 1.1480, 2.9426)
O (0.7933, 2.3736, 2.6576)
C (1.9621, 2.5320, 3.4628)
C (3.1661, 1.8170, 2.8852)
O (3.3683, 2.2335, 1.5346)
C (4.5401, 1.6943, 0.9635)
H (0.5693, 0.2458, 2.5373)
H (-0.8544, 1.1497, 2.4256)
H (-0.1721, 1.0376, 3.9873)
H (1.7547, 2.2763, 4.5016)
H (2.1887, 3.6057, 3.4076)
H (3.0668, 0.7285, 2.9831)
H (4.0548, 2.1241, 3.4529)
H (4.6397, 2.1587, -0.0130)
H (4.5745, 0.6057, 0.9732)
H (5.4530, 2.0178, 1.4891)
C (1.0554, -4.6754, -7.7972)
O (0.4074, -3.4506, -7.4960)
C (1.1099, -2.7803, -6.5010)
C (0.5568, -1.3890, -6.2765)
O (-0.8367, -1.4761, -6.0676)
C (-1.3324, -0.3276, -5.4294)
H (0.5076, -5.2529, -8.5404)
H (1.0790, -5.3128, -6.8994)
H (2.0658, -4.4864, -8.1769)
H (2.1834, -2.6676, -6.6992)
H (0.9737, -3.3224, -5.5550)
H (0.8102, -0.7242, -7.1149)
H (1.0734, -0.9663, -5.4030)
H (-0.8789, -0.1823, -4.4412)
H (-2.3998, -0.5086, -5.2644)
H (-1.3148, 0.5795, -6.0502)
C (2.5674, -2.5261, 2.9946)
O (3.7865, -3.1915, 3.2102)
C (4.7185, -2.9237, 2.1844)
C (6.1120, -3.2544, 2.6724)
O (6.5113, -2.5929, 3.8226)
C (6.4046, -1.2083, 3.8571)
H (1.7447, -3.0648, 3.4579)
H (2.3249, -2.4431, 1.9300)
H (2.6654, -1.5184, 3.4179)
H (4.6594, -1.8582, 1.9180)
H (4.5125, -3.5210, 1.2883)
H (6.7778, -2.9484, 1.8471)
H (6.2623, -4.3176, 2.8241)
H (5.4128, -0.9229, 4.2252)
H (6.5880, -0.7508, 2.8722)
H (7.1665, -0.8088, 4.5242)
C (-1.5038, 4.9871, 1.8636)
O (-1.3855, 4.2688, 0.6271)
C (-2.2369, 4.8045, -0.4119)
C (-2.2502, 3.7890, -1.5455)
O (-0.9217, 3.5384, -1.9678)
C (-0.8494, 2.6511, -3.0901)
H (-0.7982, 4.5327, 2.5597)
H (-2.5027, 4.8971, 2.2870)
H (-1.2310, 6.0382, 1.7498)
H (-1.9413, 5.7903, -0.7763)
H (-3.2574, 4.8831, -0.0300)
H (-2.8093, 4.1769, -2.4126)
H (-2.7361, 2.8236, -1.3381)
H (-1.3991, 1.7407, -2.8180)
H (0.1759, 2.3965, -3.3351)
H (-1.3864, 3.0408, -3.9584)
C (-4.8800, -2.1911, 1.9618)
C (-3.5516, -2.0352, 1.9843)
C (-2.8781, -1.2191, 3.0577)
O (-1.6972, -1.0081, 3.0943)
C (-3.7698, -0.8073, 4.1484)
C (-5.0840, -0.9953, 4.1484)
C (-5.7479, -1.8105, 3.0795)
O (-6.8850, -2.1910, 3.1507)
O (-5.9025, -0.5132, 5.0796)
O (-2.7985, -2.4696, 0.9753)
H (-5.2716, -2.7573, 1.1242)
H (-3.2713, -0.2579, 4.9408)
H (-6.7097, -1.0628, 5.0870)
H (-1.8719, -2.2036, 1.1307)
C (-7.2905, 1.5871, 2.1342)
C (-6.0888, 2.0646, 2.4459)
C (-4.8318, 1.6846, 1.7251)
O (-3.7714, 2.0401, 2.1841)
C (-4.9906, 0.8108, 0.5751)
C (-6.2294, 0.4916, 0.1602)
C (-7.5058, 0.8884, 0.8529)
O (-8.6047, 0.6868, 0.3913)
O (-6.3599, -0.3329, -0.8825)
O (-5.8922, 2.7655, 3.5697)
H (-8.1539, 1.7665, 2.7614)
H (-4.1857, 0.4684, -0.0622)
H (-7.2920, -0.6042, -0.9853)
H (-4.9301, 2.9440, 3.6113)

Mulliken population analysis, charges in e, atoms 1 to 4: number 1, Ba, carries 1.84; number 2, N, carries 0.17; number 3, S, carries 0.22; number 4, O, carries -0.46

***

Record 3
Formula: C30H52BrN3OP2Pd
Source: the OMol25 dataset
Level of theory: ωB97M-V/def2-TZVPD

relative energy (zero: lowest compared OMol25 entry of this formula, charge and spin): 55.50 kcal per mole
largest force on an atom: 4.0 eV/A

CARTESIAN COORDINATES (ANGSTROEM)
N (6.2048, -0.3434, -7.9006)
C (5.5895, -1.4723, -7.5459)
C (4.7740, -1.5476, -6.4042)
C (4.5486, -0.3701, -5.6261)
C (5.2279, 0.8037, -6.0408)
C (6.0361, 0.7714, -7.1846)
C (3.5977, -0.3631, -4.5315)
Pd (1.9129, 0.7176, -1.9032)
P (-3.8655, 2.9976, 0.6729)
C (2.9016, 0.7648, -4.1468)
C (1.4789, 0.6649, -3.8728)
C (0.8772, 1.8604, -3.4417)
C (-0.4847, 1.8435, -3.0757)
C (-1.1305, 0.6110, -3.0173)
C (-0.3750, -0.5560, -2.8380)
C (0.9838, -0.5291, -3.2723)
Br (-2.9521, 0.4706, -3.1482)
H (3.3123, -1.3363, -4.1351)
H (3.3380, 1.7617, -4.2895)
H (4.2839, -2.4828, -6.1659)
H (5.1060, 1.7466, -5.4991)
H (5.7526, -2.3561, -8.1686)
H (6.5807, 1.6668, -7.5067)
H (1.4496, 2.7740, -3.6010)
H (1.6198, -1.4155, -3.2371)
H (-1.0262, 2.7810, -2.9575)
H (-0.8338, -1.4633, -2.4824)
P (1.5965, 1.7212, 1.0323)
C (-4.5195, 1.8988, -0.6153)
C (-5.5171, 2.5731, -1.5519)
H (-4.9741, 1.0270, -0.1223)
H (-3.6358, 1.5515, -1.1714)
H (-5.8010, 1.8956, -2.3659)
H (-6.4191, 2.8416, -0.9914)
H (-5.1062, 3.4814, -2.0073)
C (-2.6294, 4.0826, -0.1224)
C (-2.8268, 5.5411, 0.3125)
H (-2.7132, 3.9743, -1.2142)
H (-1.6415, 3.7173, 0.1812)
H (-2.1527, 6.2070, -0.2404)
H (-3.8565, 5.8734, 0.1302)
H (-2.6215, 5.6600, 1.3845)
C (-3.0095, 1.8473, 1.7995)
C (-3.9532, 1.4349, 2.9378)
H (-2.1229, 2.3789, 2.1710)
H (-2.6668, 0.9863, 1.2115)
H (-3.3869, 1.3055, 3.8659)
H (-4.7213, 2.2029, 3.1051)
H (-4.4615, 0.4906, 2.7140)
C (1.4981, 1.6642, 2.8964)
C (2.7947, 1.6000, 3.7015)
H (0.8823, 0.7707, 3.0927)
H (0.8975, 2.5305, 3.2161)
H (3.3245, 0.6512, 3.5404)
H (3.4758, 2.4317, 3.4784)
H (2.5559, 1.6672, 4.7705)
C (1.0033, 3.4466, 0.7219)
C (1.7021, 4.3206, -0.3114)
H (0.9417, 3.9594, 1.6965)
H (-0.0286, 3.2711, 0.3792)
H (2.7506, 4.5186, -0.0580)
H (1.6599, 3.8685, -1.3123)
H (1.1893, 5.2936, -0.3669)
C (3.4113, 1.7455, 0.7110)
C (3.9067, 0.3056, 0.5595)
H (3.9114, 2.2642, 1.5350)
H (3.5507, 2.3025, -0.2264)
H (4.8224, 0.2804, -0.0417)
H (4.1212, -0.1614, 1.5259)
H (3.1577, -0.3168, 0.0357)
C (-2.2769, -2.8861, -0.1778)
N (-1.8330, -3.1649, 1.1654)
C (-2.5146, -4.2209, 1.8878)
C (-0.5669, -2.6931, 1.4606)
O (0.0789, -2.0342, 0.6487)
N (-0.0323, -3.0257, 2.7033)
C (-0.8040, -3.0952, 3.9328)
C (1.3673, -2.7110, 2.8473)
H (-3.2147, -3.4174, -0.3515)
H (-1.5305, -3.2211, -0.9086)
H (-2.4271, -1.8110, -0.3311)
H (-1.8030, -4.9551, 2.2878)
H (-3.1112, -3.8113, 2.7150)
H (-3.1988, -4.7314, 1.2026)
H (-1.1456, -4.1216, 4.1269)
H (-0.1404, -2.8027, 4.7541)
H (-1.6731, -2.4197, 3.9242)
H (1.9312, -3.1742, 2.0268)
H (1.5624, -1.6256, 2.8227)
H (1.6951, -3.1228, 3.8068)

Mulliken population analysis, charges in e, atoms 1 to 4: number 1, N, carries -0.64; number 2, C, carries -0.28; number 3, C, carries -0.49; number 4, C, carries 0.68

***

Number 1: E -5390.1030 Ha, HOMO -5.87 eV. Number 2: E -4675.5316 Ha, HOMO -10.98 eV. Number 3: E -4798.2627 Ha, HOMO -6.92 eV.